Below is 3 unconnected molecules or ions with the total composition C48H88BBrN3O6S at a distorted geometry, with properties calculated with ωB97M-V with the def2-TZVPD basis set.

The geometry in XYZ format:
```
148
Properties=species:S:1:pos:R:3:forces:R:3:mulliken_charge:R:1
C 9.2289 1.0288 -0.6406 0.2 0.3 0.1 -0.68
C 9.5519 1.0639 -2.2271 0.4 -0.2 0.4 -0.58
C 8.8818 -0.1637 -3.0390 0.5 0.4 0.4 -0.68
C 7.5143 0.2390 -3.7988 0.2 0.3 0.4 0.32
C 7.6538 0.3497 -5.3979 0.1 -0.3 0.5 -0.79
C 6.3584 -0.2242 -6.1977 0.6 0.3 0.2 -0.54
C 5.3767 0.9633 -6.6914 0.1 -0.7 -0.5 -0.80
C 3.8730 0.8265 -6.1630 0.3 0.5 0.7 -0.84
C 3.7827 0.9868 -4.5369 -0.4 -0.7 -1.8 0.31
C 2.5652 0.0222 -4.0353 1.0 1.1 -0.6 -0.98
C 2.0758 0.5324 -2.5892 2.4 -0.2 -0.6 -1.14
N 0.6189 0.8600 -2.6987 -1.0 0.6 -0.3 0.14
C -0.2309 0.6317 -1.4987 -2.7 0.4 2.5 0.47
C -1.8052 0.6828 -1.9270 0.1 1.7 0.1 -0.28
C -2.3515 2.2183 -1.7961 -1.5 -1.2 -0.5 -1.01
C -3.0551 2.4483 -0.3515 1.5 -0.5 -0.2 -0.09
S -2.1305 3.8543 0.5041 -0.1 -0.2 -0.3 -0.17
C 0.0301 -0.6649 -0.6285 0.5 -0.4 0.7 -1.87
C 1.3716 -1.5360 -1.0082 -1.3 1.9 0.3 2.30
C 0.9489 -2.3655 -2.3180 0.4 0.7 -0.5 -1.16
B 0.0629 -3.6977 -2.0488 -0.5 -1.9 0.4 0.70
O 0.3038 -4.8671 -2.8864 -1.3 2.5 0.3 -0.52
O -0.9564 -3.8272 -1.0406 1.3 0.3 -2.5 -0.30
C 1.6467 -2.3717 0.3122 0.0 -0.6 0.5 -0.30
C 2.6534 -3.5835 0.2801 2.6 -3.5 1.0 0.31
C 3.3507 -4.2486 -0.9168 0.4 -1.2 2.7 0.13
C 4.3049 -5.4819 -0.7734 -1.4 1.2 3.4 -0.93
C 4.6050 -6.1117 0.6184 -2.3 2.7 -0.5 0.59
C 5.5476 -7.3881 0.7610 -0.3 0.6 -0.7 -1.09
C 3.9056 -5.4531 1.8381 -0.7 1.5 -2.7 -0.77
C 2.9803 -4.2325 1.6814 1.3 -1.5 -2.5 -0.55
C 2.5017 -0.3959 -1.3433 -0.1 -1.0 -0.4 -0.14
Br 2.7376 0.9008 0.1984 -0.5 -0.5 -0.6 0.01
C 3.9731 -0.9939 -1.5892 0.5 1.4 -0.6 0.30
C 4.8739 -1.2153 -0.2866 1.1 -2.4 -0.8 -1.09
O 5.8612 -0.1337 -0.0994 -1.5 -0.8 2.5 -0.08
C 5.9957 0.1905 1.2749 0.7 5.2 -0.1 0.10
O 6.1334 1.4129 1.5518 -0.4 -5.0 -0.9 -0.50
H 10.2058 0.9922 -0.0423 -1.4 0.0 -0.9 0.33
H 8.6266 0.0938 -0.3268 0.8 1.6 -0.6 0.01
H 8.6945 1.9971 -0.3116 0.6 -1.7 -0.4 0.23
H 10.6951 1.0063 -2.3353 -1.7 0.0 0.1 0.32
H 9.2505 2.0829 -2.6632 0.3 -1.6 0.5 0.35
H 8.7036 -0.9924 -2.2545 0.2 1.2 -1.4 0.32
H 9.6892 -0.5497 -3.7650 -1.5 0.5 0.9 0.34
H 6.6893 -0.5003 -3.4845 1.2 1.0 -0.6 -0.34
H 7.2036 1.2796 -3.4132 0.3 -1.6 -0.4 0.28
H 7.8418 1.4632 -5.6344 -0.4 -1.8 0.1 0.24
H 8.6159 -0.2086 -5.7023 -1.6 0.7 0.3 0.41
H 5.7911 -0.9867 -5.5384 0.9 1.2 -0.9 0.24
H 6.7691 -0.8136 -7.0843 -0.8 0.8 1.0 0.43
H 5.8708 1.9630 -6.4190 -1.1 -1.3 -0.2 0.35
H 5.3476 0.9191 -7.8353 0.0 0.2 1.6 0.35
H 3.2495 1.6749 -6.6333 0.8 -1.5 0.6 0.29
H 3.4156 -0.2017 -6.4237 0.9 1.6 0.1 0.32
H 3.5548 2.0967 -4.3489 0.5 -1.7 0.2 0.38
H 4.7997 0.6519 -4.1468 -1.5 0.7 -0.1 -0.51
H 2.9022 -1.0629 -4.0822 -0.5 1.5 0.3 0.25
H 1.7665 0.1384 -4.8678 0.9 -0.1 1.6 0.60
H 2.6224 1.5371 -2.4188 -1.0 -1.7 -0.2 0.98
H 0.5577 1.8788 -2.9223 0.0 -0.9 0.2 0.58
H 0.1300 0.4015 -3.5009 0.9 0.1 0.6 0.81
H -0.0994 1.5504 -0.8082 0.1 -1.5 -1.2 -0.03
H -2.4656 0.0717 -1.2203 1.3 0.6 -1.1 -0.09
H -1.9839 0.3559 -3.0070 0.4 0.1 1.3 0.50
H -3.1750 2.3189 -2.5940 1.3 0.0 1.1 0.33
H -1.5542 2.9965 -2.0396 -1.0 -1.0 0.4 0.38
H -2.9197 1.5235 0.3216 -0.3 1.3 -1.1 0.05
H -4.1706 2.6721 -0.4171 1.7 0.0 0.0 0.35
H -0.8895 3.8427 -0.1262 -1.2 -0.4 0.3 0.06
H 0.1447 -0.3297 0.4727 -0.2 -0.4 -1.8 0.25
H -0.9190 -1.3083 -0.6453 1.6 0.6 -0.2 0.18
H 1.8294 -2.6073 -3.0278 -1.4 0.2 1.3 -0.29
H 0.2604 -1.6861 -2.9628 1.0 -1.0 0.9 0.15
H 0.0485 -4.6029 -3.8008 0.7 -0.6 0.6 0.30
H -1.6122 -4.4764 -1.3839 0.8 0.2 0.6 0.27
H 1.9810 -1.6809 1.1796 -0.5 -0.9 -1.6 0.59
H 0.6248 -2.7826 0.6750 1.5 0.6 -0.7 -0.36
H 3.1473 -3.8616 -1.9608 0.3 -0.7 1.5 0.17
H 4.8003 -5.9480 -1.6830 -0.9 0.8 1.2 0.31
H 6.6369 -7.0525 0.6946 -1.4 -0.5 0.1 0.27
H 5.4183 -7.9630 1.7427 0.0 1.0 -1.5 0.32
H 5.3316 -8.0760 -0.1410 0.4 1.0 1.6 0.30
H 4.0551 -5.8752 2.8988 -0.2 0.7 -1.9 0.27
H 2.4897 -3.8123 2.6315 0.8 -0.6 -1.7 0.28
H 3.9392 -1.9108 -2.2908 0.0 1.3 1.5 0.31
H 4.5446 -0.1920 -2.2015 -0.8 -1.2 1.1 -0.18
H 4.3073 -1.4671 0.6675 0.6 0.6 -1.3 0.46
H 5.5221 -2.1495 -0.5110 -1.2 1.3 0.3 0.25
H 6.0347 -0.5623 2.1361 -0.3 0.3 -1.7 0.35
C -7.0081 5.4555 4.8085 0.1 -0.2 -0.1 -1.82
C -7.6663 6.3972 3.7477 0.4 -0.4 2.2 1.86
C -8.9086 5.6980 3.1748 -0.1 -0.1 -0.4 -1.25
C -8.5565 4.5395 2.2357 0.0 0.1 0.0 -0.48
C -7.6072 5.0057 1.1330 -0.3 0.2 0.3 -1.20
C -6.3440 5.6935 1.6958 1.4 -1.3 -0.6 1.71
N -6.6728 6.7610 2.6843 -2.9 1.8 -2.5 0.25
O -7.1971 7.8083 1.9838 1.5 -1.6 1.5 -0.52
C -5.4249 4.6395 2.3541 -0.1 -0.2 0.4 -1.39
C -5.4920 6.2300 0.5182 -0.4 0.6 0.1 -1.61
C -8.0420 7.6442 4.5839 -0.1 0.4 -0.7 -1.87
H -7.3504 5.6882 5.8186 -0.1 0.2 -0.2 0.47
H -7.2730 4.4071 4.6575 0.2 0.0 -0.1 0.34
H -5.9214 5.5494 4.8312 -0.1 0.0 -0.1 0.35
H -9.5306 6.4145 2.6280 0.2 0.1 0.0 0.38
H -9.5333 5.3155 3.9912 0.2 0.2 0.1 0.33
H -8.1018 3.7148 2.7914 0.0 0.0 0.0 0.29
H -9.4694 4.1307 1.7916 0.1 0.1 0.0 0.40
H -7.3231 4.1491 0.5133 0.2 0.1 0.1 0.34
H -8.1492 5.6900 0.4727 0.2 0.2 0.1 0.38
H -4.5479 5.1152 2.8066 -0.1 0.0 -0.1 0.45
H -5.0660 3.9120 1.6218 -0.1 0.2 -0.2 -0.01
H -5.9139 4.0467 3.1237 0.0 0.1 0.0 0.23
H -6.0377 6.9356 -0.1134 0.0 0.0 0.2 0.36
H -5.1743 5.4104 -0.1338 -0.1 -0.1 0.3 0.31
H -4.5895 6.7295 0.8837 -0.1 0.0 0.0 0.42
H -7.1494 8.0924 5.0350 -0.1 -0.1 -0.1 0.44
H -8.7220 7.3734 5.3959 0.1 -0.2 -0.1 0.44
H -8.5511 8.4154 4.0019 0.2 -0.1 -0.1 0.37
C -4.5168 -4.3466 2.0138 0.0 -0.2 0.1 -2.23
C -3.6692 -3.0336 1.9653 -1.3 -1.4 -1.1 2.37
C -2.1818 -3.4121 1.9117 0.3 0.0 0.3 -0.62
C -1.6576 -3.9492 3.2477 -0.1 0.1 0.0 -0.72
C -1.9538 -2.9666 4.3797 0.1 0.0 -0.5 -1.34
C -3.4501 -2.5922 4.4580 -0.5 -0.8 1.9 1.64
N -3.9949 -2.1578 3.1379 3.3 2.8 -0.8 0.29
O -3.4748 -0.9232 2.8747 -1.6 -2.0 0.4 -0.54
C -4.2631 -3.7961 4.9862 -0.1 -0.4 -0.2 -1.72
C -3.6466 -1.5153 5.5541 0.1 0.5 -0.5 -1.83
C -4.1423 -2.3706 0.6491 0.3 0.6 0.2 -1.58
H -4.8426 -4.6511 1.0171 0.1 0.2 0.0 0.52
H -3.9476 -5.1967 2.3942 -0.1 0.1 0.2 0.38
H -5.4266 -4.2331 2.6048 0.1 0.1 0.0 0.39
H -1.5782 -2.5442 1.6226 -0.2 0.1 0.0 0.01
H -2.0152 -4.1683 1.1366 -0.2 0.2 0.1 0.29
H -2.1024 -4.9215 3.4755 0.0 0.0 -0.1 0.37
H -0.5790 -4.1245 3.1804 -0.1 0.0 0.0 0.32
H -1.6256 -3.3987 5.3298 -0.3 0.1 0.0 0.46
H -1.3456 -2.0686 4.2298 -0.2 0.1 0.0 0.31
H -5.3343 -3.5676 4.9982 0.2 0.0 0.0 0.36
H -3.9684 -4.0570 6.0050 0.1 0.3 0.0 0.43
H -4.1255 -4.7082 4.4100 0.0 0.1 0.0 0.32
H -3.0564 -0.6131 5.3737 -0.1 -0.1 -0.2 0.35
H -3.3381 -1.8982 6.5312 0.0 -0.2 -0.2 0.42
H -4.6982 -1.2229 5.6314 0.1 0.0 -0.1 0.45
H -5.2182 -2.1650 0.6824 0.2 0.0 0.1 0.58
H -3.9584 -3.0307 -0.2031 0.0 -0.2 0.3 0.43
H -3.6246 -1.4333 0.4288 0.0 0.0 0.2 -0.19
```
Positions in Å, forces in eV/Å.

Values from the calculation:
highest occupied orbital energy (alpha / beta)	-0.3734 / -0.3936	Eh
orbital gap (alpha / beta)	7.3 / 7.9	eV
net charge	+1
spin multiplicity	3